# 1
C6H13N2 | ωB97M-V/def2-TZVPD

```
21
Properties=species:S:1:pos:R:3:mulliken_charge:R:1
C 1.638 -0.830 -0.295 0.2815
C -2.068 1.455 -0.881 -0.6800
C -1.778 -0.009 -1.162 -0.4210
C -1.665 0.548 0.321 0.1833
C 1.915 -1.561 -1.552 -0.9090
C -0.304 0.737 2.157 -0.6735
N -0.476 0.854 0.810 -0.1801
N 2.508 -0.564 0.628 -0.2151
H -1.279 2.054 -1.238 0.3446
H -3.134 1.813 -0.761 0.2646
H -2.634 -0.650 -1.225 0.2993
H -0.879 -0.007 -1.767 0.1777
H -2.537 0.324 1.064 0.3060
H 2.361 -2.596 -1.429 0.3578
H 2.657 -1.095 -2.252 0.3327
H 0.867 -1.540 -2.105 0.1945
H -1.175 0.393 2.620 0.4057
H 0.570 0.023 2.182 0.0993
H -0.136 1.758 2.608 0.3006
H 3.386 -1.094 0.819 0.2860
H 2.162 -0.012 1.458 0.2453
```

Calculated values
**Highest occupied orbital energy (alpha / beta)**: -11.5 / -13.3 eV
**Gap between HOMO and LUMO (alpha / beta)**: 5.4 / 8.4 eV
**Total charge**: +1
**Relative energy (zero: lowest compared OMol25 entry of this formula, charge and spin)**: 654.9 kJ/mol
**Multiplicity**: 1
**Lowest unoccupied orbital energy (alpha / beta)**: -0.22349 / -0.17704 hartree
**Total energy**: -345.4466 a.u.
**Strongest force on any atom**: 3.249 eV Å⁻¹

=====

# 2
C34H33F11N11O12PbS3Te | ωB97M-V/def2-TZVPD

```
106
Properties=species:S:1:pos:R:3:mulliken_charge:R:1
Pb 0.547 0.507 0.341 2.0450
C 1.455 3.088 -3.723 -0.6226
C 1.356 2.834 -2.367 -0.2591
N 0.281 2.249 -1.854 0.1101
C -0.687 1.886 -2.687 0.0945
C -0.541 2.080 -4.059 -0.3959
N 0.509 2.698 -4.577 -0.6343
C -1.920 1.289 -2.092 0.1525
C -3.102 1.223 -2.813 -0.9649
C -4.227 0.667 -2.220 0.1706
C -4.140 0.262 -0.898 -0.8210
C -2.948 0.439 -0.209 0.4387
N -1.855 0.899 -0.818 0.5786
C -2.856 0.182 1.262 -0.3682
C -3.971 -0.135 2.027 -0.0602
N -3.907 -0.305 3.343 -0.6642
C -2.712 -0.171 3.903 -0.8273
C -1.585 0.125 3.153 -0.7087
N -1.666 0.317 1.845 0.7457
C -5.499 0.546 -2.975 0.4623
C -5.505 0.221 -4.326 -0.6302
C -6.716 0.147 -4.994 -0.3895
N -7.896 0.368 -4.415 -0.6395
C -7.883 0.669 -3.117 -0.4294
C -6.726 0.768 -2.362 -0.4150
H 2.313 3.601 -4.139 0.4358
H 2.146 3.101 -1.675 0.4247
H -1.275 1.707 -4.762 0.4216
H -3.159 1.622 -3.816 0.7280
H -4.984 -0.220 -0.426 0.5543
H -4.950 -0.256 1.584 0.4176
H -2.651 -0.295 4.977 0.4447
H -0.606 0.208 3.603 0.6062
H -4.582 -0.001 -4.845 0.4736
H -6.743 -0.106 -6.048 0.3743
H -8.850 0.843 -2.660 0.3774
H -6.782 1.038 -1.315 0.4801
O 1.664 -3.147 -0.378 -0.6086
S 0.240 -3.162 -0.428 1.1011
O -0.152 -4.316 0.748 -0.3026
O -0.465 -1.968 -0.007 0.2774
O -0.384 -3.845 -1.553 -0.8458
F 1.043 5.244 1.331 -0.4147
Te 0.219 3.912 2.335 2.2289
F 1.291 4.302 3.806 -0.4104
F -0.802 5.352 2.957 -0.3963
F -1.160 3.770 1.086 -0.4928
F -0.878 2.948 3.501 -0.4367
O 1.231 2.581 1.701 -1.1356
F -3.158 -6.000 2.437 -0.2039
C -3.591 -4.754 2.485 0.5005
F -3.588 -4.350 3.756 -0.1967
F -4.822 -4.677 2.019 -0.1875
S -2.474 -3.561 1.560 0.6549
O -1.620 -2.997 2.552 -0.5330
O -3.325 -2.761 0.743 -0.4787
N -1.477 -4.680 0.684 -0.2484
S -2.178 -5.228 -0.882 1.2787
O -3.485 -5.441 -0.299 -0.6684
O -1.429 -6.352 -1.335 -0.6834
C -2.715 -4.228 -2.413 0.7091
F -2.752 -2.928 -2.193 -0.0943
F -3.940 -4.649 -2.691 -0.2337
F -1.932 -4.516 -3.430 -0.2056
C 4.434 -2.949 -2.289 -1.1071
C 5.176 -1.847 -1.534 -1.1924
C 4.663 -0.407 -1.775 2.7513
C 5.698 0.587 -1.230 -1.4995
C 5.242 2.044 -1.288 -1.0644
C 4.526 -0.200 -3.273 -0.3625
O 5.482 -0.032 -4.006 -0.6937
N 3.255 -0.272 -3.765 0.3526
C 2.068 -0.346 -3.007 -0.7816
O 1.016 -0.465 -3.616 -0.7038
N 2.158 -0.232 -1.661 0.9106
C 3.340 -0.234 -1.025 -0.0190
O 3.378 -0.095 0.202 -0.9048
H 4.881 -3.919 -2.063 0.4805
H 4.496 -2.804 -3.369 0.3355
H 3.382 -2.992 -2.000 0.1378
H 6.233 -1.860 -1.810 0.4456
H 5.099 -2.023 -0.459 0.2708
H 6.606 0.464 -1.821 0.5386
H 5.910 0.311 -0.197 0.4103
H 4.982 2.330 -2.312 0.2270
H 6.037 2.710 -0.952 0.5298
H 4.378 2.206 -0.642 0.0730
H 3.136 -0.233 -4.767 0.3092
N 1.297 -0.989 2.340 -0.4826
C 2.126 -1.745 2.618 0.2185
N 3.074 -2.601 2.938 0.0883
C 3.024 -3.987 2.451 -0.2911
C 2.438 -4.894 3.524 -0.3806
C 3.213 -4.744 4.835 -0.8438
C 3.255 -3.280 5.285 -0.5117
C 3.825 -2.397 4.180 -0.9158
H 4.051 -4.281 2.220 0.3256
H 2.445 -4.012 1.533 -0.0616
H 2.466 -5.929 3.178 0.4201
H 1.388 -4.623 3.675 0.1201
H 4.238 -5.104 4.690 0.3179
H 2.759 -5.360 5.612 0.3540
H 3.863 -3.172 6.186 0.3860
H 2.242 -2.942 5.520 0.2648
H 4.866 -2.662 3.980 0.3704
H 3.786 -1.342 4.441 0.4979
```

Calculated values
**Highest occupied orbital energy**: -6.6 eV
**Gap between HOMO and LUMO**: 7.6 eV
**Total charge**: -1
**Relative energy (zero: lowest compared OMol25 entry of this formula, charge and spin)**: 91.1 kJ/mol
**Multiplicity**: 1
**Lowest unoccupied orbital energy**: 0.03902 hartree
**Total energy**: -5574.7927 a.u.
**Strongest force on any atom**: 2.145 eV Å⁻¹

=====

# 3
C10H20ClFeO24S5 | ωB97M-V/def2-TZVPD

```
61
Properties=species:S:1:pos:R:3:mulliken_charge:R:1
Fe 29.595 -21.026 10.150 1.4693
Cl 30.991 -17.579 10.437 1.4310
O 30.125 -18.646 11.032 -0.4867
O 30.448 -17.289 9.139 -0.5427
O 30.868 -16.390 11.224 -0.4581
O 32.352 -17.970 10.378 -0.4145
C 29.631 -17.521 15.154 -0.3463
C 31.018 -17.642 14.422 0.2333
O 31.921 -17.962 15.439 -0.2744
S 31.136 -18.617 16.809 0.9615
O 31.769 -18.251 18.035 -0.4932
O 30.863 -20.046 16.637 -0.5478
O 29.813 -17.673 16.533 -0.3384
H 29.000 -18.338 14.795 0.2546
H 29.098 -16.595 14.951 0.3230
H 31.258 -16.664 14.010 0.2215
H 30.938 -18.404 13.647 -0.0441
C 35.045 -20.297 10.416 -0.1883
C 35.761 -21.616 10.006 -0.3989
O 36.318 -21.538 8.691 -0.2913
S 35.845 -20.136 8.045 1.0803
O 34.575 -20.255 7.396 -0.5330
O 36.914 -19.534 7.280 -0.5262
O 35.610 -19.397 9.511 -0.2301
H 35.205 -20.039 11.460 0.4603
H 33.964 -20.463 10.333 0.0043
H 35.243 -22.520 10.319 0.3439
H 36.617 -21.585 10.685 0.2832
C 29.418 -16.074 5.757 -0.0748
C 28.113 -16.820 5.918 -0.2089
O 27.993 -17.789 4.868 -0.3537
S 29.447 -17.913 4.083 1.0559
O 29.282 -17.861 2.667 -0.4990
O 30.298 -18.850 4.771 -0.5034
O 29.957 -16.431 4.509 -0.3462
H 30.070 -16.347 6.588 0.1574
H 29.237 -15.002 5.824 0.2954
H 27.221 -16.216 5.762 0.3316
H 28.155 -17.296 6.899 0.1644
C 29.584 -13.496 9.582 0.1672
C 29.070 -12.053 9.792 -0.4179
O 30.219 -11.203 9.585 -0.3461
S 31.469 -11.961 10.256 1.1749
O 31.362 -11.846 11.675 -0.5613
O 32.740 -11.666 9.647 -0.5548
O 30.973 -13.442 9.764 -0.2189
H 29.334 -13.825 8.572 0.0352
H 29.319 -14.321 10.247 0.1665
H 28.668 -11.730 10.751 0.2677
H 28.336 -11.828 9.022 0.3069
C 35.098 -13.054 13.009 -0.2618
C 36.410 -13.735 12.783 -0.3949
O 36.112 -15.117 12.938 -0.3382
S 34.634 -15.532 12.410 0.9316
O 33.980 -16.358 13.420 -0.3835
O 34.543 -16.014 11.047 -0.4990
O 34.115 -13.940 12.479 -0.2181
H 34.939 -12.069 12.576 0.3250
H 35.001 -12.936 14.091 0.2599
H 37.217 -13.425 13.448 0.3109
H 36.918 -13.509 11.841 0.2778
```

Calculated values
**Highest occupied orbital energy (alpha / beta)**: -12.8 / -12.8 eV
**Gap between HOMO and LUMO (alpha / beta)**: 2.8 / 2.3 eV
**Total charge**: +1
**Relative energy (zero: lowest compared OMol25 entry of this formula, charge and spin)**: 702.8 kJ/mol
**Multiplicity**: 5
**Lowest unoccupied orbital energy (alpha / beta)**: -0.36724 / -0.38383 hartree
**Total energy**: -5912.6436 a.u.
**Strongest force on any atom**: 5.353 eV Å⁻¹